{"formula": "C38H25Br2Cl5CsN6O3", "method": "ωB97M-V with the def2-TZVPD basis set", "species": ["Cs", "O", "C", "C", "C", "C", "N", "C", "C", "C", "C", "C", "C", "O", "C", "C", "N", "H", "H", "H", "H", "H", "H", "H", "H", "H", "H", "H", "H", "C", "C", "C", "C", "C", "C", "N", "N", "C", "C", "C", "C", "C", "N", "H", "H", "H", "H", "H", "H", "H", "H", "H", "Cl", "C", "C", "C", "Cl", "C", "Cl", "C", "Cl", "C", "Cl", "Br", "C", "C", "C", "Br", "C", "C", "C", "C", "N", "C", "C", "O", "H", "H", "H", "H"], "coordinates": [[0.35713, -0.16779, -0.61132], [3.46796, -2.85530, 6.17923], [4.25184, -2.41089, 5.08390], [3.42124, -2.36088, 3.83344], [4.03113, -2.08694, 2.61480], [3.24051, -1.99220, 1.48421], [1.92125, -2.16706, 1.49587], [1.33755, -2.44911, 2.65913], [2.04873, -2.54423, 3.85374], [-0.14317, -2.66423, 2.61366], [-0.77733, -3.48285, 3.54448], [-2.14552, -3.67604, 3.44134], [-2.88862, -4.58515, 4.38034], [-2.08765, -4.87651, 5.51533], [-2.82509, -3.04302, 2.40936], [-2.11183, -2.24718, 1.52846], [-0.80057, -2.05259, 1.63116], [3.96408, -2.70686, 6.98783], [5.10394, -3.08043, 4.91867], [4.64671, -1.40632, 5.27267], [5.10072, -1.92704, 2.54462], [3.68143, -1.75081, 0.52332], [1.54555, -2.73205, 4.79053], [-0.21784, -3.98037, 4.32268], [-3.14629, -5.50581, 3.84397], [-3.82548, -4.10159, 4.67845], [-2.51517, -5.57349, 6.01891], [-3.89310, -3.17269, 2.27975], [-2.59797, -1.75151, 0.69525], [2.99670, 0.89576, 5.26162], [3.16877, 1.08670, 3.89897], [2.07038, 1.03954, 3.05180], [0.80602, 0.83371, 3.58703], [0.62800, 0.61438, 4.95079], [1.73175, 0.64014, 5.78429], [-0.26382, 0.85596, 2.64166], [-1.38368, 1.00067, 3.14291], [-2.45937, 0.98818, 2.19407], [-3.73160, 0.91214, 2.74054], [-4.81096, 0.86160, 1.87521], [-4.57183, 0.89762, 0.51294], [-3.25745, 0.98239, 0.06489], [-2.21906, 1.03167, 0.89060], [3.85348, 0.94094, 5.92432], [4.15369, 1.27504, 3.49007], [2.17250, 1.18380, 1.98123], [-0.36399, 0.42577, 5.33666], [1.60905, 0.46513, 6.84579], [-3.84459, 0.88294, 3.81522], [-5.82169, 0.79240, 2.25672], [-5.38175, 0.85247, -0.20258], [-3.02767, 0.98595, -0.99494], [4.06614, -0.10262, -1.71568], [4.12378, 1.49651, -0.93650], [3.00211, 1.93534, -0.27435], [3.13163, 3.19442, 0.27375], [1.73703, 3.88609, 1.12167], [4.28586, 3.97219, 0.21326], [4.38509, 5.54258, 0.94798], [5.39548, 3.46090, -0.45787], [6.86014, 4.38336, -0.55335], [5.31992, 2.20330, -1.05262], [6.69702, 1.57057, -1.89286], [-3.29523, -4.49647, -2.29882], [-3.28181, -2.84886, -3.24833], [-4.07141, -2.72905, -4.38696], [-4.10617, -1.55732, -5.09679], [-5.20503, -1.45919, -6.65020], [-3.34244, -0.44279, -4.68030], [-3.32639, 0.80568, -5.34179], [-2.55945, 1.82628, -4.85609], [-1.79366, 1.60275, -3.69941], [-1.77347, 0.45658, -3.06255], [-2.53180, -0.56877, -3.52086], [-2.46208, -1.81570, -2.73728], [-1.72925, -1.92175, -1.72901], [-4.66036, -3.57702, -4.70985], [-3.92765, 0.93716, -6.23154], [-2.53160, 2.79077, -5.34576], [-1.17015, 2.39490, -3.29421]], "lowdin_charge": [0.8688, -0.0567, -0.2113, -0.1927, -0.0174, -0.1252, 0.0915, -0.2121, 0.0376, -0.2054, 0.0451, -0.1872, -0.2117, -0.0605, -0.0055, -0.1220, 0.0755, 0.0870, 0.1255, 0.1130, 0.1189, 0.0699, 0.1156, 0.1137, 0.1296, 0.1223, 0.0851, 0.1171, 0.0938, -0.1018, -0.0661, -0.0377, -0.2490, -0.0293, -0.0842, 0.0802, 0.0890, -0.3281, -0.0210, -0.0696, -0.0509, -0.1259, 0.0852, 0.0990, 0.1139, 0.0572, 0.1026, 0.0998, 0.1070, 0.1037, 0.1053, 0.0922, 0.5658, -0.7085, -0.2354, -0.7212, 0.5941, -0.7159, 0.6208, -0.7168, 0.6258, -0.7215, 0.6252, 0.7043, -0.6148, -0.2041, -0.6539, 0.6976, -0.2050, -0.0520, -0.0655, -0.1564, 0.0606, -0.1469, -0.4785, -0.2290, 0.0858, 0.0678, 0.0972, 0.1064], "molar_mass_da": 1083.64, "de_lowest_kcal_mol": 0.0, "homo_energy_ha": -0.1629, "spin_multiplicity": 1, "total_charge": -1, "total_energy_ev": -258142.220, "orbital_gap_ev": 5.9}


{"formula": "C6H14N2O2", "method": "ωB97M-V with the def2-TZVPD basis set", "species": ["C", "N", "C", "C", "O", "H", "H", "H", "H", "H", "H", "H", "C", "N", "C", "C", "O", "H", "H", "H", "H", "H", "H", "H"], "coordinates": [[-0.83929, -2.38383, 1.62894], [-0.65455, -0.93770, 1.68348], [0.53350, -0.48564, 2.20553], [0.85854, 0.97253, 2.03120], [1.38224, -1.28661, 2.54538], [-0.13927, -2.87098, 0.94452], [-0.57243, -2.83826, 2.58900], [-1.84277, -2.65911, 1.31870], [-1.54987, -0.49947, 1.81556], [0.82490, 1.56235, 2.95222], [1.93633, 1.02642, 1.87072], [0.32237, 1.48021, 1.24018], [1.70143, 0.25619, -2.50044], [0.52481, 0.32513, -1.66327], [-0.52452, 1.10002, -2.07946], [-1.76511, 1.18328, -1.23098], [-0.39734, 1.84372, -3.03597], [2.00692, 1.24009, -2.85069], [2.55686, -0.05112, -1.89843], [1.56759, -0.41369, -3.34229], [0.44735, -0.30251, -0.90491], [-2.59474, 0.76647, -1.80591], [-1.72814, 0.73916, -0.24467], [-2.05481, 2.23335, -1.26841]], "lowdin_charge": [-0.0908, -0.0101, -0.5481, -0.0025, 0.0558, 0.0838, 0.0838, 0.0812, 0.1229, 0.0843, 0.0878, 0.0621, -0.0803, 0.0143, -0.5501, -0.0014, 0.0376, 0.0841, 0.0823, 0.0840, 0.1000, 0.0858, 0.0452, 0.0883], "molar_mass_da": 146.19, "smiles": "CNC(C)=O.CNC(C)=O", "de_lowest_kcal_mol": 22.9, "homo_energy_ha": -0.3555, "spin_multiplicity": 1, "total_energy_ev": -13524.633, "orbital_gap_ev": 10.3}